No. 1
# C3H16O5

A structure of composition C3H16O5 in a non-equilibrium geometry (wB97M-V/def2-TZVPD, OMol25).

HOMO level: -0.345 hartree
DFT total energy: -499.72185 Eh
Kohn-Sham gap: 3.4 eV
lowest unoccupied orbital energy: -5.994 eV

Atoms and positions in Å:
C1 0.93 -1.32 -1.00
C2 -0.22 -1.07 -0.06
C3 0.17 -0.41 1.34
H1 0.68 -1.85 -1.94
H2 1.32 -0.36 -1.27
H3 1.78 -1.78 -0.47
H4 -0.69 -2.06 0.12
H5 0.76 -1.14 1.88
H6 0.86 0.44 1.13
H7 -1.59 1.52 -0.72
H8 -1.31 1.57 -2.55
O1 -1.26 1.04 -1.76
H9 -0.95 -0.43 -0.58
H10 -0.70 -0.09 1.93
O2 3.14 -0.07 0.66
H11 2.74 2.46 -0.22
H12 -2.50 2.14 0.63
O3 -2.04 1.37 0.33
H13 -4.07 -1.31 0.78
H14 -2.89 -0.19 0.53
O4 -3.06 -1.16 0.73
H15 3.99 0.08 1.12
H16 2.74 0.87 -0.23
O5 2.15 1.74 -0.38

=====

No. 2
# C3H3N2

The ion C3H3N2 with charge +1 in a non-equilibrium geometry (wB97M-V/def2-TZVPD, OMol25).

charge: +1
HOMO level: -0.602 hartree
DFT total energy: -225.09252 Eh
Kohn-Sham gap: 10.7 eV
lowest unoccupied orbital energy: -5.703 eV

Atoms and positions in Å:
C1 -1.30 1.08 -0.02
C2 1.17 1.19 0.05
C3 0.00 0.01 0.48
N1 -1.28 -0.15 -0.20
N2 1.21 -0.03 -0.26
H1 0.12 -0.34 1.49
H2 -1.64 -0.94 -0.90
H3 1.73 -0.82 -0.65

=====

No. 3
# C2HAgFO

A structure of composition C2HAgFO in a non-equilibrium geometry (wB97M-V/def2-TZVPD, OMol25).

charge: +1
HOMO level (alpha / beta): -0.441 / -0.599 hartree
2S+1: 3
DFT total energy: -398.31373 Eh
Kohn-Sham gap (alpha / beta): 5.9 / 8.7 eV
lowest unoccupied orbital energy (alpha / beta): -6.112 / -7.556 eV

Atoms and positions in Å:
H1 -0.47 -1.12 1.06
C1 0.14 0.09 0.39
C2 -1.11 -0.42 0.10
O1 1.14 0.55 -0.07
F1 -2.15 0.36 0.31
Ag1 2.45 0.55 -1.79

=====

No. 4
# C19H19N3O2S

The molecule C19H19N3O2S (wB97M-V/def2-TZVPD, OMol25).

SMILES string: CCC(=O)Nc1ccc(C(=O)CSc2nc3ccc(C)cc3[nH]2)cc1
HOMO level: -0.288 hartree
DFT total energy: -1448.41210 Eh
Kohn-Sham gap: 8.0 eV
lowest unoccupied orbital energy: 0.168 eV

Atoms and positions in Å:
C1 -8.39 -0.03 0.04
C2 -7.55 1.13 0.59
C3 -6.15 1.09 0.01
O1 -5.77 1.85 -0.86
N1 -5.38 0.10 0.56
C4 -4.08 -0.27 0.26
C5 -3.53 -1.35 0.96
C6 -2.24 -1.76 0.71
C7 -1.46 -1.12 -0.25
C8 -2.01 -0.04 -0.95
C9 -3.30 0.38 -0.69
H1 -3.71 1.22 -1.23
H2 -1.43 0.50 -1.68
C10 -0.09 -1.63 -0.47
O2 0.37 -2.53 0.19
C11 0.73 -0.99 -1.58
H3 0.18 -0.92 -2.51
H4 1.67 -1.53 -1.71
S1 1.19 0.71 -1.08
C12 2.87 0.44 -0.70
N2 3.55 -0.63 -0.99
C13 4.82 -0.39 -0.52
C14 5.96 -1.18 -0.55
C15 7.11 -0.67 0.00
C16 7.16 0.61 0.58
C17 6.03 1.41 0.62
C18 4.87 0.90 0.06
N3 3.60 1.40 -0.07
H5 3.26 2.30 0.24
H6 6.06 2.39 1.06
C19 8.46 1.09 1.16
H7 8.80 0.42 1.94
H8 9.23 1.13 0.39
H9 8.35 2.09 1.58
H10 8.01 -1.26 -0.01
H11 5.93 -2.16 -0.99
H12 -1.81 -2.59 1.25
H13 -4.12 -1.86 1.71
H14 -5.82 -0.46 1.28
H15 -7.51 1.07 1.68
H16 -8.01 2.08 0.31
H17 -8.44 0.03 -1.05
H18 -9.40 0.03 0.43
H19 -7.97 -0.99 0.31

=====

No. 5
# C26H29BrN6O4Pt

A structure of composition C26H29BrN6O4Pt in a non-equilibrium geometry (wB97M-V/def2-TZVPD, OMol25).

HOMO level (alpha / beta): -0.260 / -0.262 hartree
DFT total energy: -4331.02282 Eh
Kohn-Sham gap (alpha / beta): 6.9 / 7.0 eV
lowest unoccupied orbital energy (alpha / beta): -0.159 / -0.147 eV

Atoms and positions in Å:
Pt1 0.21 0.07 2.25
C1 3.86 -4.03 1.64
N1 3.62 -2.68 2.14
C2 4.62 -1.72 1.71
C3 2.34 -2.22 2.32
N2 1.96 -1.05 1.96
N3 1.52 -3.13 2.98
C4 0.16 -3.02 3.26
N4 -0.29 -4.03 4.07
N5 -0.53 -2.07 2.80
H1 4.88 -4.33 1.91
H2 3.77 -4.08 0.55
H3 3.18 -4.76 2.07
H4 5.61 -2.15 1.89
H5 4.54 -0.80 2.28
H6 4.54 -1.49 0.64
H7 2.65 -0.53 1.44
H8 2.02 -3.83 3.50
H9 0.26 -4.84 4.28
H10 -1.27 -4.07 4.29
H11 -1.51 -2.08 3.08
Br1 1.42 2.38 0.71
C5 3.00 2.09 1.74
C6 4.21 2.04 1.07
C7 5.38 1.84 1.79
C8 5.31 1.67 3.17
C9 4.09 1.72 3.82
C10 2.90 1.94 3.12
C11 1.60 2.05 3.92
O1 1.36 3.12 4.43
O2 0.95 0.94 4.08
H12 4.24 2.18 0.00
H13 6.33 1.81 1.28
H14 6.22 1.53 3.74
H15 4.04 1.62 4.90
C12 -4.71 -0.98 -5.73
C13 -3.40 -0.43 -5.23
C14 -2.33 -0.30 -6.11
C15 -1.11 0.19 -5.68
C16 -0.95 0.58 -4.36
C17 -2.01 0.46 -3.47
N6 -1.79 0.86 -2.12
C18 -2.55 1.78 -1.45
C19 -3.33 2.71 -2.16
C20 -4.09 3.65 -1.51
C21 -4.10 3.72 -0.11
C22 -3.32 2.84 0.60
C23 -2.55 1.86 -0.04
C24 -1.71 0.99 0.81
O3 -1.63 1.18 2.07
O4 -0.99 0.09 0.28
C25 -3.24 -0.07 -3.88
C26 -4.37 -0.27 -2.90
H16 -4.69 -1.08 -6.81
H17 -5.54 -0.33 -5.46
H18 -4.91 -1.97 -5.30
H19 -2.46 -0.59 -7.14
H20 -0.28 0.28 -6.37
H21 -0.02 1.00 -4.00
H22 -1.21 0.27 -1.53
H23 -3.31 2.68 -3.24
H24 -4.67 4.36 -2.09
H25 -4.69 4.47 0.40
H26 -3.28 2.87 1.68
H27 -3.98 -0.43 -1.90
H28 -4.98 -1.13 -3.18
H29 -5.02 0.61 -2.86

=====

No. 6
# C2H3OY

A structure of composition C2H3OY in a non-equilibrium geometry (wB97M-V/def2-TZVPD, OMol25).

charge: +3
HOMO level (alpha / beta): -0.890 / -0.984 hartree
2S+1: 2
DFT total energy: -190.00534 Eh
Kohn-Sham gap (alpha / beta): 7.2 / 9.8 eV
lowest unoccupied orbital energy (alpha / beta): -17.035 / -16.989 eV

Atoms and positions in Å:
O1 0.50 0.69 0.15
Y1 2.53 -0.09 -0.39
H1 0.21 1.55 0.50
C1 -0.67 -0.30 -0.09
C2 0.23 -1.32 0.21
H2 -1.28 -0.06 -0.98
H3 -1.52 -0.46 0.60

=====

No. 7
# C6H8HgO3

A structure of composition C6H8HgO3 in a non-equilibrium geometry (wB97M-V/def2-TZVPD, OMol25).

charge: +1
HOMO level (alpha / beta): -0.493 / -0.490 hartree
2S+1: 2
DFT total energy: -612.13003 Eh
Kohn-Sham gap (alpha / beta): 9.2 / 5.9 eV
lowest unoccupied orbital energy (alpha / beta): -4.227 / -7.402 eV

Atoms and positions in Å:
O1 -0.79 0.38 1.64
C1 0.37 1.20 1.46
C2 0.11 2.50 0.77
Hg1 -2.04 0.63 3.61
H1 0.83 3.30 0.93
H2 1.23 1.02 2.10
H3 -0.95 2.79 0.76
C3 0.53 1.30 -0.05
C4 -0.50 0.32 -0.60
C5 -0.40 -0.88 0.24
H4 1.54 1.25 -0.44
H5 -0.73 0.30 -1.67
H6 -1.56 0.75 0.24
H7 -1.32 -1.47 0.37
H8 0.55 -1.40 0.37
O2 0.90 -2.84 -3.22
C6 1.06 -3.99 -3.22
O3 1.17 -5.14 -3.28

=====

No. 8
# C5H8N2

The molecule C5H8N2 in a non-equilibrium geometry (wB97M-V/def2-TZVPD, OMol25).

SMILES string: C[C@H]1[C@@H](C#N)N1C
HOMO level: -0.330 hartree
DFT total energy: -304.72707 Eh
Kohn-Sham gap: 9.9 eV
lowest unoccupied orbital energy: 0.888 eV

Atoms and positions in Å:
C1 0.28 -1.51 1.33
C2 0.77 -0.19 0.79
C3 0.89 0.14 -0.67
C4 0.19 -0.69 -1.64
N1 -0.50 -1.18 -2.43
N2 0.03 0.92 0.17
C5 -1.20 1.63 -0.42
H1 -0.45 -1.98 0.67
H2 1.12 -2.21 1.46
H3 -0.16 -1.35 2.32
H4 1.63 0.18 1.37
H5 1.82 0.58 -1.06
H6 -0.69 2.53 -0.70
H7 -2.08 2.01 0.14
H8 -1.65 1.13 -1.30

=====

No. 9
# C4H10S

The molecule C4H10S in a non-equilibrium geometry (wB97M-V/def2-TZVPD, OMol25).

SMILES string: CCCSC
HOMO level: -0.313 hartree
DFT total energy: -556.54842 Eh
Kohn-Sham gap: 9.5 eV
lowest unoccupied orbital energy: 1.024 eV

Atoms and positions in Å:
C1 0.03 -2.37 -1.37
C2 0.38 -1.00 -0.72
C3 -0.45 -0.60 0.45
C4 -0.66 2.03 -0.06
H1 -0.91 -2.21 -1.93
H2 0.66 -2.69 -2.23
H3 -0.17 -3.16 -0.51
H4 1.46 -0.98 -0.32
H5 0.43 -0.17 -1.47
H6 -0.30 -1.23 1.26
H7 -1.53 -0.55 0.12
H8 -0.25 3.07 0.08
H9 -1.70 1.93 0.25
H10 -0.50 1.76 -1.10
S1 0.44 0.99 1.00

=====

No. 10
# C8H18BBeCl4CsKN2NaO14P

A structure of composition C8H18BBeCl4CsKN2NaO14P in a non-equilibrium geometry (wB97M-V/def2-TZVPD, OMol25).

charge: +1
HOMO level: -0.322 hartree
DFT total energy: -4481.82405 Eh
Kohn-Sham gap: 1.3 eV
lowest unoccupied orbital energy: -7.438 eV

Atoms and positions in Å:
N1 3.09 1.54 -0.73
B1 2.85 0.43 0.16
O1 3.58 0.32 1.34
C1 1.75 -0.71 -0.16
O2 1.97 -1.56 -0.97
O3 0.53 -0.71 0.57
C2 -0.63 -0.44 -0.19
C3 -1.45 0.71 0.49
C4 -1.42 1.93 -0.41
C5 -2.12 3.06 0.32
O4 -2.80 2.82 1.29
O5 -1.97 4.33 -0.13
P1 -1.76 -1.85 -0.07
O6 -1.75 -2.18 1.60
O7 -1.20 -3.17 -0.91
H1 2.45 2.30 -0.54
H2 4.04 1.87 -0.61
H3 3.34 1.06 1.91
H4 -0.44 -0.15 -1.23
H5 -2.51 0.42 0.58
H6 -0.99 0.88 1.46
H7 -0.36 2.17 -0.69
H8 -1.96 1.69 -1.32
H9 -1.55 4.85 0.56
H10 -2.16 -3.06 1.79
H11 -1.85 -3.40 -1.59
O8 -1.00 1.22 -3.23
H12 -0.39 1.69 -3.81
K1 -3.84 -1.54 2.37
C6 3.82 -1.75 4.56
Cl1 2.22 -0.98 4.50
Cl2 5.01 -0.61 5.11
Cl3 3.77 -3.21 5.54
H13 4.11 -2.05 3.53
Cs1 -1.86 -4.44 2.91
C7 6.68 0.99 2.39
O9 5.94 1.85 1.84
O10 6.41 -0.32 1.98
O11 7.56 1.15 3.23
H14 5.70 -0.12 1.35
Be1 3.08 -2.18 1.98
Cl4 0.35 3.06 -2.29
O12 -4.44 -2.47 6.15
H15 -4.34 -2.29 7.09
Na1 -2.53 -1.67 -2.39
C8 -4.82 0.38 -7.05
N2 -4.57 -0.31 -5.75
O13 -5.49 -0.91 -5.23
O14 -3.44 -0.24 -5.29
H16 -5.85 0.22 -7.32
H17 -4.61 1.43 -6.90
H18 -4.14 -0.05 -7.78

=====

No. 11
# C24H21ClN4O4S

The molecule C24H21ClN4O4S in a non-equilibrium geometry (wB97M-V/def2-TZVPD, OMol25).

SMILES string: CC(C)c1ccc2c(c1)/C(=N/NC(=O)c1cccc(S(=O)(=O)Nc3ccc(Cl)cc3)c1)C(=O)N2
HOMO level: -0.308 hartree
DFT total energy: -2305.55644 Eh
Kohn-Sham gap: 7.7 eV
lowest unoccupied orbital energy: -0.631 eV

Atoms and positions in Å:
C1 0.41 -4.18 -0.75
H1 -0.24 -5.00 -0.46
H2 1.39 -4.58 -0.99
H3 0.52 -3.50 0.09
C2 -0.17 -3.45 -1.97
C3 -1.55 -2.95 -1.63
C4 -1.66 -1.78 -0.88
C5 -2.91 -1.31 -0.54
C6 -4.07 -1.97 -0.97
C7 -3.99 -3.13 -1.70
C8 -2.72 -3.61 -2.02
H4 -2.65 -4.52 -2.59
H5 -4.87 -3.66 -2.03
N1 -5.19 -1.26 -0.55
C9 -4.84 -0.13 0.13
C10 -3.34 -0.14 0.19
N2 -2.54 0.68 0.78
N3 -2.97 1.77 1.40
C11 -2.12 2.59 2.10
O1 -2.55 3.58 2.65
C12 -0.70 2.14 2.22
C13 -0.02 1.44 1.23
C14 1.25 0.96 1.50
C15 1.88 1.20 2.70
C16 1.23 1.96 3.66
C17 -0.05 2.42 3.42
H6 -0.58 3.00 4.17
H7 1.71 2.18 4.60
H8 2.86 0.79 2.89
S1 2.04 -0.08 0.28
O2 1.29 -0.05 -0.94
O3 2.35 -1.35 0.86
N4 3.54 0.65 0.04
C18 3.67 2.02 -0.08
C19 4.81 2.68 0.38
C20 4.93 4.05 0.26
C21 3.89 4.78 -0.31
C22 2.75 4.14 -0.77
C23 2.64 2.77 -0.66
H9 1.77 2.25 -1.04
H10 1.96 4.71 -1.22
Cl1 4.03 6.50 -0.44
H11 5.81 4.55 0.61
H12 5.61 2.11 0.82
H13 4.29 0.16 0.50
H14 -0.45 1.24 0.26
O4 -5.59 0.70 0.61
H15 -3.97 2.00 1.41
H16 -6.14 -1.52 -0.74
H17 -0.77 -1.25 -0.58
C24 -0.12 -4.35 -3.20
H18 0.91 -4.53 -3.48
H19 -0.63 -3.88 -4.04
H20 -0.59 -5.31 -3.00
H21 0.45 -2.57 -2.15

=====

No. 12
# C6H16O

A cluster of 2 separate species, C6H16O in total in a non-equilibrium geometry (wB97M-V/def2-TZVPD, OMol25).

SMILES string: CCC(C)CC.O
HOMO level: -0.397 hartree
DFT total energy: -313.41724 Eh
Kohn-Sham gap: 11.5 eV
lowest unoccupied orbital energy: 0.697 eV

Atoms and positions in Å:
C1 0.86 -2.57 -0.97
C2 -0.19 -1.87 -0.07
C3 0.06 -0.36 0.16
C4 1.48 -0.04 0.59
C5 -1.16 0.21 0.92
C6 -0.87 1.62 1.51
H1 1.86 -2.74 -0.58
H2 1.01 -1.89 -1.82
H3 0.40 -3.47 -1.37
H4 -1.07 -1.90 -0.73
H5 -0.46 -2.42 0.83
H6 -0.07 0.07 -0.84
H7 2.16 0.14 -0.25
H8 1.49 0.91 1.11
H9 1.98 -0.78 1.22
H10 -1.44 -0.39 1.80
H11 -2.06 0.15 0.31
H12 -0.17 1.43 2.31
H13 -1.75 2.20 1.75
H14 -0.29 2.16 0.74
H15 -0.28 2.49 -2.25
H16 -1.19 3.60 -1.99
O1 -0.29 3.46 -2.37